Density functional theory data (ωB97M-V with the def2-TZVPD basis set) for a 2-piece molecular cluster, C4H10NO overall.

The geometry in XYZ format:
```
16
C4H10NO ωB97M-V with the def2-TZVPD basis set
O -0.116 1.448 0.239
N 2.117 0.013 0.453
C -0.456 1.225 -1.136
C -2.325 -0.658 0.370
C -0.310 0.140 -0.173
C 0.763 -0.781 0.132
H 2.885 -0.445 1.137
H -2.110 -1.231 1.210
H 2.531 0.112 -0.432
H 0.537 -1.207 1.136
H -1.385 1.770 -1.369
H 0.424 1.236 -1.829
H 1.749 0.841 0.931
H -2.587 0.319 0.386
H 0.981 -1.529 -0.697
H -2.698 -1.253 -0.359
```

Kohn-Sham gap, eV: 9.23
Relative energy (zero: lowest compared OMol25 entry of this formula, charge and spin), kcal per mole: 117.15
Net charge: +1

For reference, the Mulliken charges in units of e are: number 1, O, carries -0.485; number 2, N, carries -0.375; number 3, C, carries -0.385; number 4, C, carries -0.915; number 5, C, carries 0.574; number 6, C, carries -0.690; number 7, H, carries 0.385; number 8, H, carries 0.335; number 9, H, carries 0.322; number 10, H, carries 0.342; number 11, H, carries 0.289; number 12, H, carries 0.188; number 13, H, carries 0.353; number 14, H, carries 0.387; number 15, H, carries 0.330; number 16, H, carries 0.345

Density functional theory data (ωB97M-V with the def2-TZVPD basis set) for C36H78AsF6N2O12S6 as an isolated structure.

The geometry in XYZ format:
```
141
C36H78AsF6N2O12S6 ωB97M-V with the def2-TZVPD basis set
As -4.483 7.739 -10.545
S -5.936 6.566 -16.424
S -7.749 4.454 -8.785
S -4.281 5.398 -5.791
S -8.841 9.464 -8.785
S 1.661 10.709 -10.504
S -5.469 10.256 -5.905
F -5.747 7.542 -11.797
F -4.654 9.545 -10.602
F -3.082 7.960 -9.438
F -4.318 5.966 -10.533
F -5.605 7.681 -9.114
F -3.272 7.848 -11.899
O -4.921 10.492 -4.581
O 1.272 12.068 -10.172
O -7.291 3.259 -8.082
O -3.879 5.439 -4.354
O -7.238 6.656 -17.114
O 3.071 10.403 -10.857
O -5.172 5.322 -16.364
O -9.217 10.753 -8.156
O -8.193 8.419 -7.990
O -7.548 5.806 -8.272
O -6.328 9.083 -6.202
O -5.481 6.077 -6.199
N -0.138 9.113 -16.281
N -2.762 13.584 -12.139
C -6.358 11.816 -6.448
C -4.783 14.010 -10.688
C -0.136 8.844 -11.173
C 0.645 9.977 -11.792
C -3.429 11.376 -12.937
C -1.747 7.682 -14.874
C -9.525 4.284 -9.342
C -2.920 5.850 -6.874
C -5.346 9.178 -16.222
C -9.935 8.953 -11.173
C -1.077 11.109 -17.276
C 0.007 10.044 -17.410
C -5.633 12.297 -7.708
C -0.290 9.063 -9.626
C -4.982 7.932 -17.123
C -9.444 3.577 -10.690
C 1.073 9.573 -9.136
C -10.272 8.809 -9.696
C -7.119 4.435 -10.573
C -4.335 3.673 -6.484
C -1.668 15.808 -11.793
C -6.055 7.159 -14.724
C -2.615 4.704 -7.853
C -4.154 14.038 -12.036
C -1.720 14.335 -11.453
C -3.860 3.723 -7.933
C -8.407 4.394 -11.471
C 0.993 8.156 -16.213
C -4.117 10.472 -7.197
C -5.497 8.665 -14.753
C -8.845 9.979 -11.401
C -4.113 11.896 -7.538
C -1.483 8.493 -16.171
C 2.372 8.755 -16.249
C -2.669 12.145 -11.888
C -7.832 9.863 -10.303
H -7.418 11.562 -6.475
H -3.613 12.345 -6.680
H -3.099 10.338 -12.971
H -4.492 8.710 -14.335
H -4.538 4.317 -8.546
H -7.068 7.231 -14.328
H 2.368 9.547 -15.501
H 0.050 9.474 -18.338
H -0.785 13.946 -11.855
H -0.789 16.375 -11.487
H -10.376 3.477 -11.245
H 0.417 7.926 -11.371
H 1.003 10.484 -17.348
H -4.613 9.985 -16.240
H -1.648 8.367 -14.032
H -10.435 7.795 -9.332
H -4.179 14.564 -9.969
H -1.634 11.807 -11.931
H -3.620 3.101 -5.892
H -1.719 14.250 -10.366
H -2.575 16.326 -11.481
H -1.553 7.702 -16.917
H -4.806 13.505 -12.728
H -3.509 12.202 -8.392
H -1.078 6.823 -14.820
H -2.332 9.165 -16.300
H -9.892 5.308 -9.402
H 2.687 9.103 -17.233
H -9.415 10.908 -11.413
H -7.154 9.031 -10.490
H -6.529 5.321 -10.808
H 0.048 10.725 -12.315
H -4.289 15.081 -12.322
H -6.017 9.342 -14.075
H 1.764 8.748 -8.961
H -3.199 10.055 -6.783
H 1.271 9.585 -12.594
H -8.389 9.898 -12.388
H -6.008 11.826 -8.616
H -1.530 15.928 -12.867
H -8.176 3.911 -12.420
H -1.085 11.524 -16.268
H 0.963 7.637 -15.255
H -2.788 7.370 -14.789
H -1.811 4.131 -7.391
H -2.192 6.447 -6.324
H 1.049 10.060 -8.160
H -3.341 11.781 -13.945
H -4.958 12.967 -10.423
H -3.980 7.541 -16.944
H -0.641 8.156 -9.134
H -5.293 3.185 -6.310
H -7.118 10.676 -10.169
H -1.122 8.863 -11.636
H -6.334 9.589 -16.426
H 0.756 7.385 -16.947
H -6.500 3.544 -10.669
H -3.339 6.619 -7.524
H -5.084 8.090 -18.197
H -2.035 10.761 -17.661
H -10.018 3.785 -8.508
H -1.024 9.844 -9.428
H -3.681 2.752 -8.394
H -9.566 7.984 -11.511
H -6.207 12.518 -5.629
H -11.048 9.540 -9.469
H -3.006 11.775 -10.920
H -0.839 11.863 -18.026
H -9.142 2.561 -10.436
H -5.708 13.374 -7.860
H -5.736 14.526 -10.804
H -2.225 5.204 -8.740
H -5.407 6.499 -14.148
H -10.823 9.105 -11.785
H -4.509 11.441 -12.811
H -4.437 9.878 -8.053
H -8.702 5.414 -11.719
H 3.140 8.034 -15.968
```

Kohn-Sham gap (spin up / spin down), eV: 7.47 / 2.83
<S²>: 0.754
2S+1: 2
Relative energy (zero: lowest compared OMol25 entry of this formula, charge and spin), kcal per mole: 15.44

Results of the Mulliken charge analysis, in e, for atoms 1 through 99: number 1, As, carries 2.071; number 2, S, carries 1.199; number 3, S, carries 0.822; number 4, S, carries 0.919; number 5, S, carries 1.131; number 6, S, carries 1.093; number 7, S, carries 0.929; number 8, F, carries -0.446; number 9, F, carries -0.420; number 10, F, carries -0.462; number 11, F, carries -0.501; number 12, F, carries -0.390; number 13, F, carries -0.472; number 14, O, carries -0.733; number 15, O, carries -0.592; number 16, O, carries -0.663; number 17, O, carries -0.764; number 18, O, carries -0.690; number 19, O, carries -0.713; number 20, O, carries -0.690; number 21, O, carries -0.759; number 22, O, carries -0.420; number 23, O, carries -0.238; number 24, O, carries -0.375; number 25, O, carries -0.398; number 26, N, carries 0.714; number 27, N, carries 0.273; number 28, C, carries -0.988; number 29, C, carries -0.241; number 30, C, carries 0.222; number 31, C, carries -0.582; number 32, C, carries -1.379; number 33, C, carries -0.928; number 34, C, carries -0.403; number 35, C, carries 0.289; number 36, C, carries -1.042; number 37, C, carries -0.017; number 38, C, carries -1.308; number 39, C, carries -0.491; number 40, C, carries 0.686; number 41, C, carries -0.331; number 42, C, carries -0.421; number 43, C, carries -0.656; number 44, C, carries -0.948; number 45, C, carries -0.809; number 46, C, carries 0.056; number 47, C, carries -0.914; number 48, C, carries -1.494; number 49, C, carries -0.795; number 50, C, carries -1.040; number 51, C, carries -1.203; number 52, C, carries -0.146; number 53, C, carries 0.210; number 54, C, carries -0.387; number 55, C, carries -0.424; number 56, C, carries -0.189; number 57, C, carries 0.470; number 58, C, carries -0.801; number 59, C, carries -0.718; number 60, C, carries -0.142; number 61, C, carries -1.557; number 62, C, carries 1.593; number 63, C, carries 0.984; number 64, H, carries 0.403; number 65, H, carries 0.473; number 66, H, carries 0.065; number 67, H, carries -0.740; number 68, H, carries -0.375; number 69, H, carries 0.567; number 70, H, carries 0.416; number 71, H, carries 0.408; number 72, H, carries 0.343; number 73, H, carries 0.419; number 74, H, carries 0.380; number 75, H, carries 0.563; number 76, H, carries 0.528; number 77, H, carries 0.330; number 78, H, carries 0.182; number 79, H, carries 0.262; number 80, H, carries 0.236; number 81, H, carries -0.767; number 82, H, carries 0.412; number 83, H, carries 0.224; number 84, H, carries 0.300; number 85, H, carries 0.175; number 86, H, carries 0.262; number 87, H, carries -0.046; number 88, H, carries 0.587; number 89, H, carries 0.016; number 90, H, carries -0.184; number 91, H, carries 0.419; number 92, H, carries 0.390; number 93, H, carries -0.656; number 94, H, carries -0.401; number 95, H, carries 0.235; number 96, H, carries 0.483; number 97, H, carries 0.521; number 98, H, carries 0.461; number 99, H, carries 0.704

Density functional theory data (ωB97M-V with the def2-TZVPD basis set) for C4H6N4 as an isolated structure.

The geometry in XYZ format:
```
14
C4H6N4 ωB97M-V with the def2-TZVPD basis set
N 2.555 -0.717 -0.161
N -1.614 -1.672 -0.056
N -0.478 -1.306 -0.180
N -2.491 -0.817 0.192
C -2.255 0.514 -0.076
C 1.487 0.386 0.197
C -0.989 1.019 -0.206
C 0.018 -0.007 0.050
H 2.108 -1.376 -0.886
H 1.626 1.571 -0.544
H -1.063 2.041 -0.502
H 2.736 -1.406 0.664
H -3.139 1.103 0.077
H 1.496 0.668 1.431
```

Kohn-Sham gap, eV: 8.80
Relative energy (zero: lowest compared OMol25 entry of this formula, charge and spin), kcal per mole: 132.45

For reference, the Mulliken charges in units of e are: number 1, N, carries -0.630; number 2, N, carries -0.537; number 3, N, carries 0.074; number 4, N, carries -0.247; number 5, C, carries -0.304; number 6, C, carries -0.327; number 7, C, carries -0.215; number 8, C, carries 0.396; number 9, H, carries 0.292; number 10, H, carries 0.251; number 11, H, carries 0.319; number 12, H, carries 0.284; number 13, H, carries 0.419; number 14, H, carries 0.224